Below is the ion C23H21BClFNO3 with charge +1, with properties calculated with the ωB97M-V functional and the def2-TZVPD basis.

Geometry as XYZ:
```
51
Properties=species:S:1:pos:R:3:forces:R:3
C 5.0941 -5.9690 -0.6245 -0.6 0.1 -0.4
C 4.1870 -5.3619 -0.0792 0.3 0.3 1.1
C 3.2297 -4.4958 0.8191 0.9 -0.8 -1.5
C 3.2377 -3.0203 0.2079 -0.2 -0.1 0.5
C 2.2816 -2.8836 -1.0895 -0.7 -0.1 1.4
C 1.1920 -1.7767 -0.8073 -1.5 2.5 0.1
C -0.2057 -2.1699 -0.4197 0.2 2.4 0.1
C -1.3138 -1.1972 -0.0808 3.4 -1.5 -1.6
C -2.6646 -1.9019 0.2765 1.2 0.0 1.2
C -2.7867 -1.9962 1.8723 -1.2 -0.1 0.1
O -3.7929 -2.2647 2.4453 1.6 0.3 -0.7
F -1.6012 -1.7699 2.6025 -1.4 -0.2 -1.5
C -0.9863 0.2582 -0.1328 -0.1 -0.1 0.0
C -2.0258 1.2856 0.2415 3.1 3.1 -0.3
B -3.5321 1.0679 0.7729 -1.7 -0.4 0.3
C -4.7346 1.3368 -0.2979 0.6 0.2 -0.4
O -3.8855 0.7183 2.1040 1.5 1.8 -1.8
C -1.6218 2.7387 0.1569 -0.6 -3.1 0.2
C -2.6853 3.8414 0.5918 -0.5 0.2 -1.3
C -2.1666 5.3194 0.4912 2.1 0.4 2.0
O -1.3018 5.6618 1.2759 -1.5 -0.7 -1.6
Cl -2.7249 6.5615 -0.6883 -0.1 -1.4 0.5
N -0.3364 3.0899 -0.2964 -0.2 -2.2 0.1
C 0.6828 2.1818 -0.6594 -1.2 1.1 -0.9
C 2.0090 2.8614 -1.1272 -0.1 0.4 0.6
C 2.5001 4.0304 -0.4967 -1.4 -1.3 -1.0
C 0.4205 0.7091 -0.5717 -0.1 0.2 -0.1
C 1.4906 -0.2968 -0.8999 -0.1 -2.3 -0.2
C 2.9438 -0.0060 -1.3023 -0.7 0.8 1.5
C 4.1350 0.2919 -1.2800 -0.4 -1.6 -0.1
H 5.8314 -6.5415 -1.2353 -1.1 0.9 1.0
H 3.6067 -4.5220 1.8917 -0.5 0.1 -1.4
H 2.2062 -4.9843 0.7658 1.1 0.8 0.2
H 2.8742 -2.3041 1.0023 0.4 -0.7 -0.8
H 4.3139 -2.7669 -0.0144 -1.3 -0.1 0.1
H 1.7083 -3.8675 -1.1287 0.8 1.2 -0.4
H 2.8729 -2.7044 -2.0307 -0.8 -0.1 1.0
H -0.3893 -3.2899 -0.3691 0.0 1.6 -0.1
H -3.5910 -1.4777 -0.2028 0.9 -0.2 0.9
H -2.6433 -2.9970 -0.0450 0.2 1.5 0.3
H -5.3360 2.2667 -0.0196 0.5 -1.4 -0.1
H -4.2981 1.5624 -1.3229 -0.6 -0.4 1.1
H -5.4072 0.4360 -0.3947 0.4 1.1 0.2
H -3.2489 1.1740 2.7002 -0.3 -1.0 -0.1
H -3.0031 3.6845 1.6748 0.5 0.3 -1.4
H -3.5978 3.7559 -0.0862 1.2 -0.2 0.9
H -0.1231 4.0917 -0.3665 0.0 -0.6 0.1
H 2.5773 2.4513 -2.0136 -0.2 -0.7 2.2
H 3.5338 4.0445 -0.0600 -0.7 0.7 -1.7
H 1.8188 4.9347 -0.5022 0.6 -1.2 1.7
H 5.2565 0.2091 -1.2470 -1.9 0.5 -0.2
```
Positions in Å, forces in eV/Å.

Summary:
Kohn-Sham gap   6.5 eV
Lowest unoccupied orbital energy   -5.02 eV
Total charge   +1
SMILES   C#CCCCc1cc(CC(=O)F)c2c(B(C)O)c(CC(=O)Cl)[nH+]c(C=C)c2c1C#C

Below is a structure of composition C23H21BF4N3O5STl, with properties calculated with the ωB97M-V functional and the def2-TZVPD basis.

Geometry as XYZ:
```
59
Properties=species:S:1:pos:R:3:forces:R:3
Tl -0.6749 -1.3986 0.1022 0.1 0.0 0.0
O 1.7383 0.5644 -3.6372 0.0 0.2 -0.1
C 1.3177 -0.0013 -2.5343 -0.2 0.0 0.0
O 0.1552 0.0015 -2.1693 0.2 -0.2 0.1
C 2.4171 -0.6265 -1.7213 0.1 0.1 0.0
C 3.7459 -0.5024 -2.0999 0.0 0.1 -0.1
C 4.7183 -0.9608 -1.2327 0.1 0.0 0.1
C 4.3345 -1.4709 -0.0042 0.0 0.0 0.0
C 2.9785 -1.5545 0.2805 0.1 0.0 0.0
N 2.0418 -1.1901 -0.5818 -0.1 0.1 0.0
C 2.4671 -2.0115 1.6233 0.1 0.1 0.1
O 3.2453 -1.7455 2.6774 0.1 -0.3 0.0
O 1.4228 -2.5871 1.7638 -0.2 -0.1 -0.1
H 0.9638 1.0787 -4.0586 0.0 -0.3 0.1
H 3.9945 -0.0302 -3.0394 0.0 0.0 0.0
H 5.7670 -0.8896 -1.4916 0.0 0.0 0.0
H 5.0736 -1.8031 0.7131 0.0 0.0 0.0
H 3.8581 -1.0285 2.4699 -0.1 0.2 0.0
N -0.8973 -0.2019 2.8710 -0.1 0.1 -0.1
C -2.2095 0.0821 3.2271 0.1 -0.1 0.0
C -2.6912 -0.0675 4.5050 0.0 0.0 0.0
C -4.0351 0.2176 4.8198 0.0 0.0 0.0
C -4.9006 0.6765 3.8698 -0.1 0.0 0.0
C -4.4530 0.8143 2.5347 0.1 0.0 0.0
C -5.2903 1.2534 1.4856 0.0 0.0 0.0
C -4.8236 1.2773 0.2035 -0.1 0.0 0.0
C -3.5077 0.8402 -0.0406 0.1 0.0 0.1
N -2.6814 0.4756 0.9084 0.0 0.1 0.1
C -3.1201 0.4778 2.1977 -0.2 0.0 -0.1
H -0.4618 0.4798 2.2535 0.0 -0.1 0.1
H -0.2940 -0.4541 3.6380 0.0 0.0 0.0
H -2.0157 -0.3964 5.2864 0.0 0.0 0.0
H -4.3716 0.0889 5.8414 0.0 0.0 0.0
H -5.9265 0.9261 4.1157 0.1 0.0 0.0
H -6.3052 1.5585 1.7147 0.0 0.0 0.0
H -5.4514 1.5959 -0.6181 0.0 0.0 0.0
H -3.1256 0.7714 -1.0566 0.0 0.1 0.0
C -2.4313 3.3038 -4.0935 0.1 -0.1 0.0
S -1.2890 2.1104 -3.3717 0.0 0.5 -0.1
O -0.3232 1.8542 -4.5118 -0.1 -0.1 0.1
C -0.4495 3.2721 -2.2912 0.0 -0.1 0.0
C -0.9480 3.5245 -1.0215 0.0 -0.1 0.0
C -0.2931 4.4361 -0.2097 0.0 0.0 0.0
C 0.8497 5.0777 -0.6667 0.0 0.0 0.0
C 1.3439 4.8078 -1.9341 0.0 0.0 0.0
C 0.6950 3.8976 -2.7565 0.0 0.0 0.0
H -1.8427 4.1019 -4.5432 0.0 0.0 0.0
H -3.0802 3.6908 -3.3070 0.0 0.0 0.0
H -3.0133 2.7822 -4.8532 0.0 0.0 0.1
H -1.8214 2.9968 -0.6563 0.0 0.0 0.0
H -0.6593 4.6216 0.7909 0.0 0.0 0.0
H 1.3662 5.7751 -0.0197 0.0 0.0 0.0
H 2.2454 5.2964 -2.2821 0.0 0.0 0.0
H 1.0716 3.6620 -3.7440 0.0 0.0 0.0
F 2.6834 0.6999 1.7545 -0.2 0.4 -0.1
B 1.8538 1.6051 1.0284 0.0 0.1 -0.1
F 2.4508 1.9353 -0.1951 -0.1 -0.1 0.4
F 1.5591 2.7256 1.8048 0.1 -0.4 -0.3
F 0.6190 0.8958 0.7459 0.1 0.2 0.1
```
Positions in Å, forces in eV/Å.

Summary:
Kohn-Sham gap   8.0 eV
Relative energy (zero: lowest compared OMol25 entry of this formula, charge and spin)   1.6 kcal/mol
Lowest unoccupied orbital energy   -0.02 eV

Below is a structure of composition C23H21BrEuF4N4, with properties calculated with the ωB97M-V functional and the def2-TZVPD basis.

Geometry as XYZ:
```
54
Properties=species:S:1:pos:R:3:forces:R:3
Eu -0.5209 0.3174 0.0542 -0.5 0.4 0.4
C -1.7207 3.1871 2.0890 0.0 0.0 0.0
N -1.3073 1.7944 2.2569 0.1 0.0 0.1
C -2.4109 1.0286 2.8244 0.0 -0.1 0.0
C -0.1306 1.7686 3.1505 0.0 0.1 0.0
C 0.5745 0.4298 3.2558 0.0 -0.1 0.1
N 0.9684 -0.0134 1.9345 0.5 -0.1 0.4
C 1.9107 -0.9683 1.8172 -0.1 0.1 0.0
C 2.3895 -1.2622 0.5201 0.1 0.0 0.0
F 1.8467 -0.5403 -0.5126 0.1 -0.1 0.0
C 3.3300 -2.2141 0.2299 0.0 -0.1 -0.1
F 3.6887 -2.3941 -1.0555 0.0 0.0 0.0
C 3.8982 -2.9957 1.2220 -0.1 0.1 0.0
C 3.4474 -2.7480 2.5036 0.0 0.0 0.1
F 3.9326 -3.4813 3.5221 0.0 0.0 -0.1
C 2.5014 -1.7879 2.8043 0.0 -0.1 0.1
F 2.1093 -1.6847 4.0970 0.0 0.0 0.0
H -1.8619 3.6764 3.0632 0.0 0.0 0.0
H -2.6556 3.2402 1.5345 0.0 0.0 0.0
H -0.9641 3.7382 1.5302 0.0 0.0 0.0
H -2.7773 1.4686 3.7633 0.0 0.0 0.0
H -2.0910 0.0077 3.0347 0.0 0.0 0.0
H -3.2438 0.9943 2.1187 0.0 0.0 0.0
H -0.4334 2.1160 4.1517 0.0 0.0 0.0
H 0.5795 2.4979 2.7527 0.0 0.0 0.0
H -0.0697 -0.2938 3.7786 0.0 0.0 0.0
H 1.4302 0.5837 3.9226 0.0 0.0 0.0
H 4.6390 -3.7501 1.0111 0.0 0.0 0.0
Br -2.7660 2.1269 -1.1573 0.0 0.0 0.1
C -1.7961 2.4423 -2.7851 0.0 0.0 -0.1
C -2.1451 3.5754 -3.4544 0.1 0.0 -0.1
C -1.5409 3.8397 -4.7035 -0.1 0.0 0.1
C -0.6671 2.9379 -5.2309 0.0 0.0 0.0
C -0.3279 1.7493 -4.5346 0.1 0.0 -0.1
C 0.5249 0.7886 -5.1328 0.0 0.0 0.0
C 0.8309 -0.3553 -4.4598 0.0 0.0 0.0
C 0.3526 -0.5470 -3.1402 0.1 0.0 -0.1
C -0.4674 0.3305 -2.4614 0.0 0.1 -0.8
C -0.8493 1.4791 -3.2371 -0.2 0.1 0.0
H -2.8833 4.2503 -3.0453 0.0 0.0 0.0
H -1.7999 4.7421 -5.2414 0.0 0.0 0.0
H -0.2226 3.1123 -6.2037 0.0 0.0 0.0
H 0.9110 0.9774 -6.1276 0.0 0.0 0.0
H 1.4638 -1.1032 -4.9235 0.0 0.0 0.0
H 0.7130 -1.4518 -2.6460 0.0 0.0 0.0
N -0.2251 -3.1064 -0.2274 0.0 0.0 0.0
C -0.1856 -4.2762 0.4319 -0.1 0.0 -0.1
C -0.9742 -4.1301 1.5498 0.1 0.1 0.1
C -1.4199 -2.8009 1.4925 0.0 -0.2 0.0
N -0.9702 -2.1881 0.4054 0.0 -0.2 0.1
H 0.2284 -2.8622 -1.0922 0.0 0.0 0.0
H 0.3819 -5.1091 0.0542 0.0 0.0 0.0
H -1.1793 -4.8674 2.3046 0.0 0.0 0.0
H -2.0454 -2.2693 2.1911 0.0 0.0 0.0
```
Positions in Å, forces in eV/Å.

Summary:
Kohn-Sham gap (spin up / spin down)   7.0 / 7.5 eV
Relative energy (zero: lowest compared OMol25 entry of this formula, charge and spin)   0.0 kcal/mol
Lowest unoccupied orbital energy (spin up / spin down)   0.35 / 0.33 eV
2S+1   8

Below is a structure of composition C23H21ClF4IN2O9S2W, with properties calculated with the ωB97M-V functional and the def2-TZVPD basis.

Geometry as XYZ:
```
64
Properties=species:S:1:pos:R:3:forces:R:3
W 0.0583 0.4506 0.0582 1.9 1.8 1.6
C -2.5874 0.0163 -6.6783 0.0 0.0 0.0
C -2.2822 -1.4040 -6.2199 0.0 0.0 0.1
C -3.4956 -2.2906 -6.4505 0.0 0.0 0.1
C -3.3353 -3.6501 -5.7946 0.0 0.0 0.0
C -3.1405 -3.4587 -4.3197 0.1 0.3 -0.1
C -3.6370 -4.3308 -3.3912 -0.1 -0.2 0.2
C -3.3893 -4.1369 -2.0271 -0.1 -0.1 -0.2
F -3.9160 -5.0235 -1.1658 0.0 0.0 0.0
C -2.6323 -3.1057 -1.5716 0.1 0.1 0.1
C -2.1100 -2.2035 -2.5128 0.1 0.2 0.0
C -1.2254 -1.1425 -2.0656 0.1 -0.4 -0.2
O -0.9942 -1.0480 -0.8346 -0.8 -0.6 0.0
C -0.6085 -0.3521 -3.0592 0.1 0.1 0.0
C -0.9787 -0.5242 -4.3594 0.1 0.2 0.0
N -1.8846 -1.4164 -4.7783 0.0 -0.2 -0.2
C -2.3899 -2.3470 -3.8733 -0.1 -0.1 -0.1
C 0.5035 0.6196 -2.7487 -0.2 -0.5 0.0
O 0.8342 1.4589 -3.5409 0.2 0.0 0.0
O 1.1104 0.3519 -1.5964 -0.3 0.0 -0.3
H -2.9776 -0.0179 -7.6959 0.0 0.0 0.0
H -1.7147 0.6656 -6.6823 0.0 0.0 0.0
H -3.3446 0.4634 -6.0317 0.0 0.0 0.0
H -1.4382 -1.7999 -6.7913 0.0 -0.1 0.0
H -3.6381 -2.3849 -7.5273 0.0 0.0 0.0
H -4.3807 -1.7923 -6.0426 0.0 0.0 0.0
H -2.4629 -4.1603 -6.2163 0.0 0.0 0.0
H -4.2014 -4.2847 -5.9809 0.0 0.0 0.0
H -4.2150 -5.1913 -3.7057 0.0 0.0 0.0
H -2.4121 -2.9710 -0.5211 0.0 0.0 0.0
H -0.5105 0.0975 -5.1103 0.0 0.0 0.0
C -1.7865 2.6290 -1.3150 0.1 0.1 0.2
O -1.1940 1.4054 -0.9575 -0.5 -0.5 -0.4
H -1.2460 3.0398 -2.1713 0.0 0.0 0.0
H -1.7422 3.3337 -0.4873 0.0 0.0 0.0
H -2.8268 2.4344 -1.5782 0.0 0.0 0.0
O -2.8747 1.0683 3.2146 0.1 0.1 -0.3
Cl -2.6744 1.3372 1.8188 -0.2 -0.1 -0.3
O -1.3419 1.9756 1.6157 -0.5 -0.4 0.1
O -3.7033 2.1983 1.3053 0.4 -0.2 0.2
O -2.6375 0.0884 1.0618 -0.2 0.3 0.3
F 2.2588 -1.7594 0.9980 0.5 0.0 0.4
C 1.1993 -1.6160 0.2312 -0.9 -0.2 -0.5
F 1.5018 -2.1395 -0.9832 0.3 0.1 -0.2
F 0.2992 -2.5526 0.7366 -0.1 0.1 0.1
I 1.2751 2.9990 0.0992 -0.1 -0.4 0.2
C 0.9133 0.4884 1.9808 -0.2 0.4 -0.3
C 1.6040 0.9360 3.0876 0.4 -0.1 0.1
C 1.1981 0.3793 4.2859 0.0 0.0 0.0
C 0.1486 -0.5502 4.3427 0.0 0.0 -0.1
C -0.5108 -0.9030 3.1857 0.0 0.0 0.2
N -0.0802 -0.3341 2.0643 -0.3 -0.1 -0.7
H 2.4198 1.6374 2.9986 0.0 0.0 0.0
H 1.7036 0.6690 5.1985 0.0 0.0 0.0
H -0.1697 -0.9742 5.2844 0.0 0.0 0.0
H -1.3530 -1.5763 3.1404 0.0 0.0 0.0
C 4.2661 -0.3326 -2.4445 0.1 0.0 0.1
O 5.2103 -0.8108 -1.4912 0.0 0.1 0.0
C 5.1158 -0.4320 -0.1874 -0.3 0.0 0.1
S 6.2732 -1.1277 0.8039 -0.1 0.1 0.0
S 3.8804 0.6663 0.2696 0.4 -0.1 -0.1
H 4.6768 -0.6217 -3.4123 0.0 0.0 0.0
H 4.1419 0.7472 -2.3784 0.0 0.0 0.0
H 3.2985 -0.8030 -2.2859 -0.1 0.0 0.0
```
Positions in Å, forces in eV/Å.

Summary:
Kohn-Sham gap (spin up / spin down)   3.9 / 3.9 eV
Relative energy (zero: lowest compared OMol25 entry of this formula, charge and spin)   120.8 kcal/mol
Lowest unoccupied orbital energy (spin up / spin down)   0.50 / 0.50 eV
Total charge   -1

Below is the molecule C23H21ClN2O3, with properties calculated with the ωB97M-V functional and the def2-TZVPD basis.

Geometry as XYZ:
```
50
Properties=species:S:1:pos:R:3:forces:R:3
C -5.1370 0.0397 -0.7694 -0.1 0.2 -0.1
O -4.4074 -1.1685 -0.8591 0.4 -0.2 0.2
C -3.0595 -1.0515 -0.5589 -0.2 0.1 -0.1
C -2.1330 -1.2734 -1.5662 -0.3 0.0 0.2
C -0.7749 -1.1797 -1.3378 0.2 0.0 0.0
C -0.2985 -0.8398 -0.0728 -0.5 -0.3 -0.1
N 1.0435 -0.7718 0.2472 0.3 -0.1 0.3
C 2.1165 -0.5688 -0.6801 -0.1 0.0 -0.1
C 3.4011 -1.1563 -0.1528 0.4 0.4 0.0
C 3.6731 -2.4452 0.2535 0.0 0.0 0.0
C 4.9490 -2.7229 0.7269 -0.1 -0.1 0.0
C 5.9206 -1.7342 0.7941 0.1 0.1 0.0
C 5.6433 -0.4363 0.3931 -0.1 0.1 -0.1
C 4.3720 -0.1620 -0.0769 -0.1 -0.6 0.1
C 3.7908 1.1094 -0.5646 0.0 0.1 -0.2
O 4.3225 2.1888 -0.6985 0.2 0.1 0.1
N 2.4892 0.8279 -0.8734 -0.2 -0.1 -0.3
C 1.6186 1.8154 -1.4581 0.2 0.1 -0.1
C 0.3523 2.0810 -0.6859 0.0 0.1 0.1
C -0.8689 2.0785 -1.3498 0.1 0.1 0.1
C -2.0509 2.3530 -0.6885 -0.1 0.1 0.0
C -2.0359 2.6237 0.6680 0.0 0.0 -0.1
C -0.8348 2.6290 1.3520 0.1 0.0 0.0
C 0.3468 2.3681 0.6765 -0.2 0.0 -0.2
Cl 1.8316 2.4061 1.5773 0.0 0.1 0.2
C -1.2290 -0.6445 0.9472 -0.1 0.0 -0.1
C -2.5915 -0.7515 0.7275 -0.1 -0.1 0.0
O -3.4270 -0.4990 1.7947 0.3 0.2 -0.4
C -4.3070 -1.5533 2.1433 -0.2 -0.3 0.1
H -4.9891 0.5357 0.1933 0.0 0.0 0.0
H -6.1858 -0.2293 -0.8872 0.0 0.1 0.0
H -4.8469 0.7257 -1.5733 0.0 0.0 0.0
H -2.5023 -1.5231 -2.5491 -0.1 0.0 -0.1
H -0.0982 -1.3666 -2.1565 0.1 0.0 -0.1
H 1.2317 -0.3998 1.1679 0.1 0.0 -0.1
H 1.8379 -1.0158 -1.6434 0.1 0.0 0.2
H 2.9156 -3.2126 0.2058 -0.1 -0.1 0.0
H 5.1884 -3.7255 1.0490 0.0 -0.1 0.0
H 6.9039 -1.9806 1.1660 0.1 0.0 0.0
H 6.3856 0.3448 0.4429 0.1 0.1 0.0
H 2.2196 2.7327 -1.5072 -0.1 -0.2 -0.1
H 1.3554 1.5157 -2.4805 0.0 0.1 0.1
H -0.8867 1.8614 -2.4077 0.0 -0.1 -0.1
H -2.9818 2.3557 -1.2334 -0.1 0.0 -0.1
H -2.9535 2.8276 1.1969 -0.1 0.0 0.1
H -0.8052 2.8400 2.4092 0.0 0.0 0.1
H -0.8959 -0.3983 1.9441 0.0 0.0 0.2
H -4.9567 -1.1557 2.9212 0.0 -0.1 0.0
H -3.7442 -2.4059 2.5386 0.0 0.1 0.0
H -4.9075 -1.8881 1.2953 0.0 0.1 0.0
```
Positions in Å, forces in eV/Å.

Summary:
Kohn-Sham gap   8.5 eV
Relative energy (zero: lowest compared OMol25 entry of this formula, charge and spin)   24.4 kcal/mol
Lowest unoccupied orbital energy   0.66 eV
SMILES   COc1ccc(N[C@@H]2c3ccccc3C(=O)N2Cc2ccccc2Cl)cc1OC